1.
Entry from OMol25: a cluster of 2 separate species, C3HN4 in total (wB97M-V/def2-TZVPD).

Each line ends with the Mulliken charge.
Geometry (Å):
1 N -0.94 1.33 0.66  -0.179
2 N -0.44 -0.46 -0.98  0.683
3 N -1.31 0.18 -1.34  -0.335
4 N 2.31 -2.91 -0.52  -0.157
5 C -0.78 2.15 1.43  -0.163
6 C 0.55 -1.12 -0.82  0.827
7 C 1.52 -2.03 -0.67  -0.027
8 H -0.91 2.86 2.24  0.351

Frontier orbital gap (alpha / beta), eV: 6.6 / 6.5
Charge: +1
Energy above the lowest of the compared OMol25 structures with the same formula, charge and spin, kJ/mol: 203.4
E_tot, Eh: -333.39398

2.
Entry from OMol25: a cluster of 8 separate species, BF4H14O7 in total (wB97M-V/def2-TZVPD).

Each line ends with the Mulliken charge.
Geometry (Å):
1 F 1.65 -0.99 -0.70  -0.478
2 F -0.57 -1.20 -1.04  -0.385
3 F 0.20 0.00 0.75  -0.283
4 F 0.44 0.87 -1.35  -0.522
5 O -0.47 3.31 0.59  -0.684
6 O -2.32 0.71 -2.61  -0.664
7 O -0.24 0.84 3.42  -0.646
8 O -2.71 -2.31 0.26  -0.629
9 O 2.35 1.07 1.90  -0.684
10 O 0.61 -3.22 0.94  -0.698
11 O 2.79 0.53 -2.80  -0.678
12 B 0.42 -0.31 -0.62  0.773
13 H 0.33 3.71 0.23  0.322
14 H -2.16 -1.89 -0.42  0.388
15 H -0.57 0.39 2.63  0.293
16 H 2.72 0.67 1.10  0.302
17 H -3.48 -2.65 -0.21  0.295
18 H -1.02 1.22 3.82  0.306
19 H -1.47 0.61 -2.16  0.380
20 H -0.35 2.37 0.40  0.306
21 H 2.04 1.13 -2.84  0.315
22 H -0.34 -3.27 0.78  0.326
23 H 0.83 -2.30 0.74  0.268
24 H -2.69 -0.18 -2.60  0.291
25 H 2.59 -0.04 -2.05  0.366
26 H 1.40 0.90 1.82  0.419

Frontier orbital gap, eV: 10.5
Charge: -1
Energy above the lowest of the compared OMol25 structures with the same formula, charge and spin, kJ/mol: 14.8
E_tot, Eh: -959.74887

3.
Entry from OMol25: a structure of composition C73H62AsF14N7OPRhS (wB97M-V/def2-TZVPD).

Each line ends with the Mulliken charge.
Geometry (Å):
1 Rh 0.15 -0.22 -0.22  1.121
2 As -0.11 1.49 2.96  0.081
3 S 1.33 2.93 1.26  0.711
4 P 2.02 0.68 -1.42  2.278
5 F 3.05 1.83 3.49  -0.291
6 F 7.17 4.21 1.18  -0.235
7 F 5.80 -3.97 -4.70  -0.260
8 F -0.81 4.44 -6.16  -0.254
9 F 5.19 -4.76 -2.77  -0.292
10 F 3.66 7.16 2.75  -0.325
11 F 0.25 6.01 -5.11  -0.259
12 F 3.94 -5.06 -4.52  -0.256
13 F 5.04 5.88 4.72  -0.334
14 F 8.24 2.74 0.01  -0.257
15 F 1.25 4.88 -6.67  -0.269
16 F 4.70 3.21 5.08  -0.374
17 F 7.62 2.27 2.03  -0.283
18 F 1.95 5.79 1.19  -0.374
19 O -7.23 -9.15 -6.35  -0.450
20 N -1.30 -2.01 0.18  0.807
21 N 1.97 -2.23 0.61  0.368
22 N -1.12 -0.61 -2.17  0.828
23 N -0.94 0.71 1.48  1.269
24 N -3.65 -4.26 -4.24  -0.824
25 N 5.61 -3.11 0.21  -0.003
26 N -4.22 -5.13 -2.29  -0.102
27 C 2.83 -0.66 -2.41  -0.301
28 C 0.84 3.78 -4.62  0.181
29 C 3.16 3.15 3.32  -0.734
30 C -0.29 3.77 4.65  0.813
31 C -2.15 -1.64 -4.55  -0.812
32 C -1.91 7.20 4.83  -1.691
33 C 7.25 2.90 0.90  0.722
34 C 1.60 1.90 -2.72  0.729
35 C 1.30 -1.11 3.75  -0.867
36 C 2.12 1.85 -4.01  -0.244
37 C -4.82 -6.49 -5.69  -0.833
38 C -0.81 3.27 3.44  0.919
39 C -1.95 5.36 3.11  -0.683
40 C -0.64 0.33 4.54  0.542
41 C 0.29 3.83 -3.34  -0.866
42 C 4.18 0.76 0.33  0.287
43 C -4.45 -0.08 2.36  -0.941
44 C -2.86 -3.56 -0.79  0.900
45 C -2.93 0.61 0.15  -0.599
46 C -1.60 4.10 2.63  0.569
47 C -0.67 5.03 5.08  -0.977
48 C -1.06 0.07 -3.30  -0.705
49 C 4.02 3.85 4.14  0.221
50 C 4.30 -3.18 0.95  -1.038
51 C 4.20 5.21 3.95  0.704
52 C -5.50 -7.46 -6.39  -0.395
53 C -3.07 -3.55 -3.25  0.850
54 C -6.95 -9.50 -7.70  -0.856
55 C -2.13 3.72 1.28  -0.689
56 C -1.12 -2.19 8.00  -1.680
57 C -1.52 5.84 4.33  0.592
58 C 3.49 5.86 2.95  0.292
59 C 0.39 4.79 -5.65  0.776
60 C 2.61 5.15 2.15  -0.327
61 C 5.35 3.04 -0.70  -1.229
62 C -1.79 -0.24 6.56  -1.212
63 C 4.17 2.56 -1.25  -0.530
64 C -5.11 -6.23 -4.35  0.112
65 C -1.57 -2.51 1.37  -0.787
66 C -6.83 -7.91 -4.43  -0.651
67 C 0.21 -0.77 4.74  -0.123
68 C -3.14 -4.07 0.49  -0.987
69 C 3.58 1.41 -0.74  0.041
70 C -2.50 -3.53 1.58  -1.302
71 C -3.10 0.12 2.51  -0.540
72 C -5.06 0.04 1.11  -1.159
73 C 0.66 2.89 -2.40  -0.679
74 C -3.39 -4.08 -2.01  -0.002
75 C -1.67 0.60 5.46  1.052
76 C -6.51 -8.19 -5.77  0.875
77 C 4.02 -2.90 -3.55  0.369
78 C 5.36 1.23 0.88  -1.167
79 C -4.34 -5.21 -3.65  0.358
80 C -2.31 -2.34 -3.35  0.604
81 C 2.07 -1.78 -2.73  -0.306
82 C 2.42 3.78 2.31  0.760
83 C -0.95 -1.32 6.79  0.505
84 C 4.79 -1.78 -3.28  -1.473
85 C -1.76 -1.81 -2.16  -0.345
86 C -6.14 -6.96 -3.73  -0.602
87 C 5.95 2.37 0.36  0.083
88 C 0.04 -1.58 5.85  -0.824
89 C 0.67 3.00 5.53  -2.063
90 C -2.29 0.48 1.41  1.832
91 C 1.74 2.79 -4.96  -1.261
92 C 3.17 -2.77 -0.01  -0.033
93 C -1.96 -2.47 -0.90  -0.881
94 C -2.69 1.69 5.32  -1.677
95 C 4.73 -4.17 -3.93  0.807
96 C 2.66 -2.90 -3.31  -1.211
97 C -4.28 0.39 0.00  -0.821
98 C 4.19 -0.66 -2.73  0.249
99 C -1.54 -0.42 -4.52  -1.112
100 H 1.02 -1.79 -2.49  -0.019
101 H 2.15 2.75 -5.96  0.490
102 H 0.14 2.53 6.36  0.281
103 H -7.64 -8.47 -3.98  0.435
104 H 2.88 -3.63 -0.61  1.026
105 H 0.91 -1.01 2.73  -0.773
106 H -0.18 -2.27 8.55  0.368
107 H 5.85 -1.78 -3.50  0.553
108 H -4.68 -5.74 -1.63  0.209
109 H -5.05 -0.34 3.22  0.509
110 H 2.06 -3.77 -3.56  0.604
111 H 4.35 -2.51 1.80  0.368
112 H -4.04 -5.91 -6.17  0.420
113 H -1.02 -2.10 2.21  0.520
114 H 0.70 -2.43 5.99  0.481
115 H 5.82 0.74 1.74  0.528
116 H 3.56 -2.01 -0.69  -0.723
117 H -4.74 0.50 -0.97  0.541
118 H -2.33 0.94 -0.68  0.246
119 H -0.28 5.40 6.02  0.520
120 H -3.85 -4.88 0.61  0.457
121 H 2.14 -0.42 3.86  0.375
122 H -2.24 4.62 0.66  0.690
123 H 3.71 3.10 -2.07  0.494
124 H -2.25 7.15 5.87  0.384
125 H 6.40 -3.38 0.81  0.445
126 H 2.18 -1.43 1.20  -0.919
127 H -3.67 1.31 5.62  0.603
128 H -1.88 -1.79 8.67  0.398
129 H -7.10 -8.65 -8.37  0.347
130 H -7.65 -10.28 -7.96  0.244
131 H 0.22 2.91 -1.42  0.133
132 H -1.06 7.88 4.80  0.313
133 H -0.43 4.61 -3.10  0.511
134 H 4.17 -4.19 1.31  0.395
135 H 1.66 -2.12 3.90  0.542
136 H -0.63 1.05 -3.24  0.482
137 H -6.42 -6.75 -2.71  0.286
138 H -5.25 -7.64 -7.43  0.407
139 H -2.71 7.63 4.22  0.416
140 H 5.79 -2.16 -0.12  0.218
141 H -1.46 3.04 0.76  -1.010
142 H -3.11 3.25 1.35  0.329
143 H -2.46 2.52 5.99  0.445
144 H 2.83 1.08 -4.29  0.459
145 H 5.61 -3.73 -0.60  0.237
146 H -2.54 -2.07 -5.46  0.621
147 H -1.42 -3.20 7.71  0.337
148 H -2.60 -0.05 7.26  0.425
149 H -1.44 0.19 -5.41  0.601
150 H 1.47 -2.91 1.16  0.388
151 H -2.57 5.99 2.48  0.427
152 H 5.80 3.95 -1.08  0.540
153 H -6.12 -0.13 0.99  0.402
154 H -2.71 -3.87 2.58  0.592
155 H -2.64 -0.03 3.47  0.707
156 H 4.80 0.21 -2.52  0.633
157 H -5.93 -9.88 -7.81  0.358
158 H 1.21 2.23 4.99  0.056
159 H 1.40 3.69 5.96  0.629
160 H -2.77 2.08 4.32  0.044
161 H 3.70 -0.10 0.77  0.432

Frontier orbital gap (alpha / beta), eV: 6.4 / 5.1
Charge: +2
Energy above the lowest of the compared OMol25 structures with the same formula, charge and spin, kJ/mol: 10.5
2S+1: 5
E_tot, Eh: -7761.07242